78
Properties=species:S:1:pos:R:3:forces:R:3 method="wB97M-V/def2-TZVPD" e_homo_ha="-0.187 / -0.283" spin_multiplicity=3 total_energy_ha=-8851.21401 max_force_ha_per_bohr=0.029 e_above_lowest_kj_mol=75.9
Ti -0.061446 0.340209 -0.188391 0.9 -1.2 -0.3
C 0.474858 0.859039 4.074859 0.1 0.0 -0.3
As -0.225916 0.115796 2.397184 -0.5 -0.1 0.9
C -2.125387 0.283795 2.874376 0.0 0.0 0.0
C -0.110672 -1.810907 2.743819 -0.1 0.0 -0.2
C 0.426712 -2.324696 3.917625 0.0 0.0 0.1
C 0.392866 -3.686071 4.183513 0.0 0.0 0.0
C -0.191683 -4.550894 3.270779 0.0 -0.1 0.1
C -0.715074 -4.050237 2.091313 -0.1 0.1 -0.2
C -0.666385 -2.687051 1.802748 0.0 -0.1 0.4
As -1.308435 -1.998824 0.092967 0.2 -1.4 -0.1
C -2.961719 -3.053914 -0.147406 0.0 0.6 0.0
C -0.189200 -3.117782 -1.083860 0.0 0.0 0.2
H -0.098514 0.479621 4.918745 0.0 0.0 0.0
H 0.360012 1.940896 4.021055 0.0 0.0 0.0
H 1.531144 0.632690 4.203707 0.0 0.0 0.0
H -2.332029 -0.215333 3.820600 0.1 0.0 0.0
H -2.743794 -0.159297 2.094344 0.0 0.0 0.0
H -2.379190 1.340898 2.956513 0.0 0.0 -0.1
H 0.874690 -1.656937 4.642778 0.0 0.0 0.0
H 0.812373 -4.066442 5.105845 0.0 0.0 0.0
H -0.235364 -5.612731 3.476245 0.0 0.0 0.0
H -1.166975 -4.730513 1.378338 0.0 0.0 0.0
H -2.734212 -4.110210 -0.267518 0.1 0.0 0.0
H -3.451484 -2.689019 -1.049963 0.0 -0.1 0.0
H -3.635112 -2.913843 0.695654 0.0 0.0 0.0
H -0.011188 -4.087893 -0.621423 0.0 0.0 0.0
H 0.761060 -2.609795 -1.245328 0.0 0.0 0.0
H -0.693298 -3.264156 -2.038000 0.0 0.1 0.0
C 2.562039 2.778390 -0.800240 0.0 -0.3 0.1
C 2.738513 1.457160 -0.014792 0.6 0.1 0.0
C 4.081416 0.821005 -0.415442 -0.2 0.0 0.0
C 2.824555 1.821338 1.481941 -0.2 -0.2 -0.2
N 1.649828 0.547647 -0.261805 0.5 0.6 0.3
H 3.236901 3.546582 -0.416783 0.0 0.0 -0.1
H 1.533650 3.129507 -0.691944 0.0 0.1 0.0
H 2.771512 2.634412 -1.861905 -0.1 0.0 0.0
H 4.912815 1.502281 -0.217089 0.0 0.0 0.0
H 4.083050 0.578622 -1.479403 0.0 0.0 0.0
H 4.229271 -0.100701 0.149479 0.1 0.0 0.0
H 3.710537 2.426434 1.686917 0.0 0.0 0.0
H 2.873684 0.907767 2.077493 0.0 0.0 0.0
H 1.937044 2.386763 1.774684 0.0 0.0 0.1
N -1.945857 6.164631 1.234956 0.0 -0.1 0.0
C -2.106895 5.125880 0.761929 0.1 0.4 0.3
C -2.333122 3.852381 0.185395 0.0 -0.8 -0.2
C -3.543177 3.581763 -0.555886 -0.1 0.4 0.1
C -3.716196 2.304394 -1.057322 0.4 -0.3 0.0
C -2.744689 1.341500 -0.865901 -0.6 0.2 -0.2
N -1.568698 1.603108 -0.164923 -1.0 1.0 0.0
C -1.412074 2.844250 0.341510 -0.4 0.6 0.2
H -4.279258 4.360799 -0.684903 0.0 0.0 0.0
H -4.614659 2.043185 -1.601569 0.0 0.0 0.0
H -2.881042 0.328848 -1.222586 0.0 0.0 0.0
H -0.500788 3.011594 0.907859 0.0 0.1 0.0
C 1.776886 -0.007397 -3.480067 0.0 0.0 0.0
As -0.035434 0.162199 -2.790661 0.0 0.2 -1.2
C -0.442550 1.953093 -3.465804 0.0 0.0 0.0
C -1.003308 -0.927459 -4.185950 0.1 0.2 0.5
C -0.689777 -0.572471 -5.599664 0.0 0.0 -0.1
C 0.378639 -1.172757 -6.266910 -0.1 0.0 0.0
C 0.678026 -0.837870 -7.577502 0.0 0.0 0.0
C -0.087608 0.105034 -8.248848 0.0 0.0 0.0
C -1.157834 0.702832 -7.600359 0.0 0.0 -0.1
C -1.456539 0.364900 -6.289617 0.0 0.0 0.1
H 1.816336 0.222058 -4.543024 0.0 0.0 0.0
H 2.160530 -1.011186 -3.297901 0.0 0.0 0.0
H 2.395539 0.691234 -2.924517 0.0 0.0 0.0
H -0.127013 2.059418 -4.503193 0.0 0.0 0.0
H 0.081299 2.678716 -2.844391 0.0 0.0 0.0
H -1.512883 2.141407 -3.386039 0.0 0.0 0.0
H -2.065205 -0.793843 -3.972426 0.0 0.0 0.0
H -0.742037 -1.966426 -3.982037 0.0 0.0 0.0
H 0.969711 -1.921628 -5.752222 0.0 0.0 0.0
H 1.512162 -1.311180 -8.080134 0.0 0.0 0.0
H 0.143961 0.365251 -9.273458 0.0 0.0 0.0
H -1.761275 1.435251 -8.121667 0.0 0.0 0.0
H -2.304373 0.824676 -5.794065 0.0 0.0 0.0